[1]
Computed, not measured: a cluster of 2 separate species, C6H9N5O2 in total at a distorted geometry, with the ωB97M-V functional and the def2-TZVPD basis.

## Properties
E_HOMO in eV: -8.21
Electronic energy in eV: -17907.295
Orbital gap in eV: 7.877

Structure (XYZ):
```
22
C6H9N5O2, DFT the ωB97M-V functional and the def2-TZVPD basis
H -0.2237 -0.0624 -5.1426
N 2.1741 -1.3312 -0.3457
C 2.1071 -2.2217 0.6449
C 0.5050 -0.7540 1.0902
H -3.3095 1.1362 1.6402
N 1.2097 0.8090 -0.7627
C -2.3603 1.4971 2.0840
H -2.3140 2.5741 2.0362
H -2.4146 1.3481 3.1783
H 0.8398 -0.4864 -3.8386
H -1.3335 2.3460 0.0712
O -0.9524 -0.6523 3.0008
C 1.1667 -0.4242 -0.1824
C -0.8219 1.4168 0.3407
H 2.6343 -3.1321 0.5347
H 0.9237 -2.5411 2.3030
N 0.7598 -0.1120 -4.8022
N -1.2647 0.9112 1.3672
O 1.0112 1.0827 -1.9746
C -0.5815 -0.2681 1.9376
H 1.0348 0.7862 -4.7081
N 1.2098 -1.9219 1.5280
```

---

[2]
Computed, not measured: the molecule C3H5NO2, with the ωB97M-V functional and the def2-TZVPD basis.

## Properties
E_HOMO in eV: -10.06
Electronic energy in eV: -8774.096
Orbital gap in eV: 11.035
SMILES: C1OCN2O[C@H]12

Structure (XYZ):
```
11
C3H5NO2, DFT the ωB97M-V functional and the def2-TZVPD basis
H 1.3832 0.7192 -1.2971
O 0.6270 -1.0354 -0.4270
H -1.3604 -0.9797 -1.0867
H -1.7429 1.1495 0.2547
O -0.1500 0.6208 1.6022
C -0.8593 0.5320 0.4048
N 0.4082 1.1771 0.3580
H -1.0630 -1.6026 0.5656
C -0.7571 -0.8586 -0.1785
C 1.2666 0.2135 -0.3269
H 2.2477 0.0642 0.1308
```

---

[3]
Computed, not measured: the molecule C13H22N6O4 at a distorted geometry, with the ωB97M-V functional and the def2-TZVPD basis.

## Properties
E_HOMO in eV: -8.57
Electronic energy in eV: -30967.119
Orbital gap in eV: 8.949
SMILES: COCCCNc1nc(N)c([N+](=O)[O-])c(NC[C@H]2CCCO2)n1

Structure (XYZ):
```
45
C13H22N6O4, DFT the ωB97M-V functional and the def2-TZVPD basis
C -0.2674 1.8773 2.6441
H -0.0435 -4.0147 -2.3559
H 0.5027 -0.1288 5.3889
H -0.9507 -3.1540 -0.3320
H 0.9034 -1.6810 -1.3171
N 0.3960 2.7280 0.0731
H 0.0484 2.8766 2.3392
C -0.8828 -3.3383 -2.4996
O 1.6209 1.7464 -4.3323
N -0.0703 1.0063 1.5163
C 0.9281 -1.5597 -2.4005
C -0.0052 0.0946 4.4375
H -1.5774 -3.7830 -3.2118
N 1.3627 2.5891 -3.4642
H -1.0833 0.1882 4.6444
C 0.3256 1.4151 0.3052
H 0.2419 -2.4857 4.9284
H -2.5005 -3.5897 -1.0550
H 0.5742 5.0465 -0.5692
H 1.5734 1.2516 3.5653
C 1.0384 2.1841 -2.1867
H -0.0260 0.0158 1.7129
C -1.6016 -2.9916 -1.1899
H 1.7107 -2.1883 -2.8327
C 0.5334 1.3999 3.8572
N 0.5887 0.4501 -0.5773
H 1.0379 4.7845 -2.2646
O -1.4645 -1.0830 -2.6113
H -0.3790 -1.8983 -4.0980
C -0.2529 -2.2008 3.9921
H 1.4009 0.1106 -3.6312
H -3.0077 -1.2919 -1.3165
O 0.2155 -0.9627 3.5260
C -0.4378 -1.9610 -3.0068
C 0.7451 3.1251 -1.1430
H -0.0202 -2.9339 3.2225
C -1.9341 -1.4928 -1.3390
O 1.3936 3.7945 -3.7402
C 0.9346 0.7970 -1.8120
H 0.4937 2.1625 4.6355
H -1.3369 -2.1782 4.1608
N 0.8202 4.4449 -1.3346
H -1.3341 1.9100 2.9010
H -1.4435 -0.8984 -0.5584
N 1.2296 -0.1830 -2.6709
```

---

[4]
Computed, not measured: a cluster of 2 separate species, C18H23BrFN3O4 in total at a distorted geometry, with the ωB97M-V functional and the def2-TZVPD basis.

## Properties
E_HOMO in eV: -9.06
Electronic energy in eV: -104457.294
Orbital gap in eV: 8.860
SMILES: CCCCOc1nc2c(CC(=O)F)cccc2nc1CCCBr.C[N+](=O)[O-]

Structure (XYZ):
```
50
C18H23BrFN3O4, DFT the ωB97M-V functional and the def2-TZVPD basis
C -1.4719 3.7277 3.8868
N -1.0285 0.1672 3.1485
C -1.6252 2.3648 3.9141
C 1.0121 -0.6253 -1.7852
N -0.9363 -2.1697 -7.2693
H -2.3411 1.9080 4.5774
H -0.3857 -1.3086 -0.2909
H 0.7082 0.4164 -1.7806
H -2.0860 4.3220 4.5409
C -0.8608 1.5275 3.0786
C 2.6517 3.9553 1.8373
C -0.4022 -2.0463 2.4510
H 0.3472 -2.5351 1.8460
H -0.3145 -2.1743 -2.4951
O 3.6295 3.7862 1.2259
H 1.1225 -2.3916 5.5398
C 0.2298 3.5104 2.1944
O -0.7398 -2.5859 -6.1459
H -1.6017 -0.3045 -3.0081
H -2.7047 -2.1780 -8.3791
H -1.0349 -2.1615 4.5315
H 1.1005 5.1846 1.1942
H -0.2557 -3.6083 3.8702
H -1.1119 -0.9716 -4.5249
F 2.7145 4.0616 3.1594
C 0.0655 2.1080 2.2074
C -1.9293 -2.8896 -8.1136
H -1.4031 -2.2950 2.1074
O 1.3931 -0.7286 0.6319
C -0.7385 -0.4541 -3.6545
H 1.3033 3.6205 0.3221
H -0.4160 5.3826 3.0120
C -0.2343 -2.5226 3.8966
H 1.2561 -1.0459 4.4444
C -0.2812 -0.5447 2.3556
H -2.3305 -3.7165 -7.5405
O -0.3906 -1.2094 -7.7657
C 0.6857 -1.3016 -0.4835
H -0.3244 0.5127 -3.9137
C 0.2530 -1.3503 -2.9273
H -1.4081 -3.2375 -8.9998
C 0.6416 0.0573 1.4347
H 2.0719 -0.7094 -1.9833
C 1.2681 4.1167 1.2803
C 1.0949 -2.1140 4.4944
Br 2.5794 -3.0421 3.6615
H 0.9893 -2.3445 -0.5491
N 0.8194 1.3383 1.3630
C -0.5288 4.3118 3.0197
H 0.9485 -1.8132 -3.6169
```

---

[5]
Computed, not measured: the molecule HO3PS2 at a distorted geometry, with the ωB97M-V functional and the def2-TZVPD basis.

## Properties
E_HOMO in eV: -10.05
Electronic energy in eV: -37117.670
Orbital gap in eV: 9.315

Structure (XYZ):
```
7
HO3PS2, DFT the ωB97M-V functional and the def2-TZVPD basis
H 0.9187 -0.3635 -0.0349
O -0.0921 3.2524 -0.3460
S -0.1422 2.0361 0.3946
S 1.4668 0.7947 -0.3804
P -2.7343 0.1599 -0.3715
O -2.3375 -1.1166 0.1814
O -1.4837 1.1958 -0.1342
```

---

[6]
Computed, not measured: a structure of composition C30H20Cl2F5N5OReS, with the ωB97M-V functional and the def2-TZVPD basis.

## Properties
E_HOMO (spin up / spin down) in eV: -13.69 / -13.68
Electronic energy in eV: -92517.803
Spin multiplicity: 2
Net charge: +2
Orbital gap (spin up / spin down) in eV: 5.981 / 6.504

Structure (XYZ):
```
65
C30H20Cl2F5N5OReS, DFT the ωB97M-V functional and the def2-TZVPD basis
H 2.8246 0.9678 4.2106
C -3.7032 1.7489 0.2695
C 3.0540 0.7350 1.3767
C 0.2677 -0.0299 -3.3374
C 1.8180 -4.6483 0.0248
H 0.8356 0.8109 6.2906
C 0.1798 2.6420 -4.0162
H -0.0657 1.9693 -6.0529
H -0.0346 -4.4454 -2.0193
N 0.7067 0.5908 1.8663
H -1.4804 -4.1837 -1.0229
N 2.6548 0.5121 0.0750
H 2.2847 -4.4651 -0.9420
F -5.7336 0.9456 -0.5836
S 5.1787 0.6820 0.0316
Cl 0.7026 5.5050 -0.5286
C -1.6061 0.5922 -0.2719
C -3.7624 -0.1946 -1.1442
H 0.2943 -1.0708 -3.0462
F -1.8009 -1.2827 -1.7213
H 0.3691 -3.9068 2.2682
H -0.3211 -5.3897 1.6026
N 0.5324 -1.4686 -0.2196
C -2.3304 1.6001 0.3750
C -1.1517 0.4275 5.5570
H 1.7428 -5.7261 0.1657
H 3.5965 0.3035 -1.7935
Cl -0.0396 4.6916 -5.7831
C 0.2011 0.6597 5.4289
H -0.5732 -5.6954 -0.8971
H -3.0210 0.0103 4.5887
H 0.3072 5.9806 -3.3001
F -4.4464 -1.0682 -1.8687
C 0.4990 3.0636 -1.6188
C 0.4918 -2.6099 -0.0916
F -1.6833 2.4952 1.1294
H -2.1086 0.0541 2.3023
C 0.1666 4.0587 -4.2009
C 4.3974 0.8477 1.5418
C 0.1107 0.3374 -4.6762
C -0.2423 -4.3120 1.4627
F -4.3294 2.7351 0.8916
H 0.0234 -0.4358 -5.4247
C 0.3982 -4.0672 0.0879
C 3.6879 0.4554 -0.7286
C -0.4828 -4.6192 -1.0420
C -2.3878 -0.2767 -1.0406
H 2.4512 -4.2462 0.8147
C -1.9696 0.2098 4.4353
O 0.6806 2.4664 -0.4115
H -1.5944 0.4007 6.5426
Re 0.4739 0.6201 -0.2364
C -1.4699 0.2407 3.1508
C 0.0593 1.6676 -5.0222
C -4.4267 0.8356 -0.4863
H 4.9589 1.0169 2.4454
N 0.3732 0.8636 -2.3638
C 0.6967 0.6810 4.1305
C 0.3185 4.9115 -3.1435
H -1.2428 -3.8859 1.5208
N 1.9965 0.8344 3.6529
C 1.9472 0.7526 2.3198
C 0.4995 4.4161 -1.8276
C 0.3356 2.1847 -2.7017
C -0.1085 0.5047 3.0056
```

---

[7]
Computed, not measured: the molecule C6H9NO2 at a distorted geometry, with the ωB97M-V functional and the def2-TZVPD basis.

## Properties
E_HOMO in eV: -9.21
Electronic energy in eV: -11951.784
Orbital gap in eV: 10.056
SMILES: C[C@]1(C(N)=O)C=CCO1

Structure (XYZ):
```
18
C6H9NO2, DFT the ωB97M-V functional and the def2-TZVPD basis
H 2.6227 0.7575 0.4921
H -1.8209 1.5574 0.0328
H -0.8706 -0.5947 2.0753
C -0.3125 0.0254 -0.0600
H 1.7145 2.2804 0.6675
H -0.3118 -2.5590 -2.0590
C -0.1198 -1.3942 -0.6119
H -2.4531 -0.0671 -0.3687
H -1.5748 0.8719 -1.6039
H 1.2584 0.7771 2.8459
O 0.7857 0.8278 -0.4787
N 0.1592 -1.5476 -1.9068
O -0.6895 -2.3815 -0.1017
C 0.9144 0.6217 1.8243
C -0.1705 -0.0484 1.4451
C 1.6136 1.1841 0.6242
H 0.8827 -0.9477 -2.2844
C -1.6277 0.6367 -0.5320
```

---

[8]
Computed, not measured: the molecule C6H10, with the ωB97M-V functional and the def2-TZVPD basis.

## Properties
E_HOMO in eV: -9.35
Electronic energy in eV: -6382.639
Orbital gap in eV: 10.423
SMILES: CC#CCCC

Structure (XYZ):
```
16
C6H10, DFT the ωB97M-V functional and the def2-TZVPD basis
H 2.6408 -1.5098 1.4792
H -1.6039 1.3835 1.0942
C -0.4542 0.5590 -1.3034
H -1.9140 -0.9760 -0.8553
H -2.5938 0.6203 -1.1496
H -0.4292 1.6570 -1.3147
C 0.7455 0.0774 -0.6058
H 3.6828 -1.0622 0.1201
H 3.2927 0.1304 1.3672
H -2.8053 0.0883 1.2569
H -0.4268 0.2392 -2.3528
C -1.7691 0.0923 -0.6543
C 1.7129 -0.2837 0.0178
C -1.8188 0.3362 0.8515
H -1.0739 -0.2804 1.3645
C 2.8895 -0.7028 0.7826
```

---

[9]
Computed, not measured: the ion C11H11F9N5O with charge +1 at a distorted geometry, with the ωB97M-V functional and the def2-TZVPD basis.

## Properties
E_HOMO in eV: -14.16
Electronic energy in eV: -45532.809
Net charge: +1
Orbital gap in eV: 10.581
SMILES: CC(C)Cc1nc(N)[n+](C(F)(F)C(F)(F)C(F)(F)C(F)(F)F)n1N=C=O

Structure (XYZ):
```
37
C11H11F9N5O, DFT the ωB97M-V functional and the def2-TZVPD basis
H 3.6125 -1.7526 0.9129
N -1.0958 1.0664 0.7454
C 2.8963 -0.2547 -0.4800
C 1.0621 1.2078 0.3463
N -0.9498 1.5754 3.1054
H 2.8562 -0.3526 1.6787
C -2.5199 -1.4852 -0.6640
H 3.6488 -1.2113 -2.3025
F -4.5296 -2.5784 -1.3031
F -1.2190 -1.8014 -0.4541
F -3.4523 -3.4109 0.4280
F -2.6610 -0.8481 -1.8438
C 3.8862 -0.3691 -1.6564
C -2.5294 0.8957 0.5388
O -0.7188 2.5565 -3.0023
H 4.9152 -0.4436 -1.3106
C -0.4892 1.6899 -2.3046
C 3.5050 -0.6706 0.8601
F -2.4905 -1.1268 1.6622
F -2.6577 -3.6498 -1.5894
C -0.4119 1.3794 1.8915
F -3.1594 1.4846 1.5633
C 2.3483 1.2010 -0.3786
F -4.3429 -0.6257 0.6065
H 4.4796 -0.2078 1.0133
H -0.4778 1.2603 3.9350
N -0.1167 0.9873 -0.2179
C -3.0079 -0.5936 0.5144
H 2.1684 1.5878 -1.3831
N -0.3658 0.6923 -1.5589
C -3.3287 -2.8299 -0.7664
H 2.0346 -0.8952 -0.6907
F -2.8732 1.5538 -0.5908
H 3.0553 1.8745 0.1017
N 0.8891 1.4617 1.6541
H 3.8312 0.5226 -2.2839
H -1.7916 2.1105 3.2233
```

---

[10]
Computed, not measured: a cluster of 2 separate species, C5H11ISi in total at a distorted geometry, with the ωB97M-V functional and the def2-TZVPD basis.

## Properties
E_HOMO in eV: -7.85
Electronic energy in eV: -21338.486
Orbital gap in eV: 8.255

Structure (XYZ):
```
18
C5H11ISi, DFT the ωB97M-V functional and the def2-TZVPD basis
C -0.3664 -1.1525 1.8560
H 1.9902 1.2122 -0.6056
H 2.5587 0.6567 0.9652
H -1.4040 -1.2513 2.1789
C -1.2384 1.7373 0.8448
H 0.1671 -0.9177 -3.9823
H 1.1486 -0.3934 -2.3797
Si -0.1007 0.2225 0.5918
H -2.2405 1.4401 0.6769
H 0.1957 -1.9471 1.5784
H 2.1409 -0.4974 -0.3450
C -0.5168 -1.0500 -1.8087
I -2.5627 -1.5653 -1.8805
C 0.3063 -0.7842 -2.8172
H -0.8242 2.5908 0.3432
C 1.8107 0.4646 0.1704
H -1.1284 2.0405 1.8880
H 0.0640 -0.8059 2.7254
```

---

Question: Which of these has the lowest electronic energy?
Answer: C18H23BrFN3O4